A cluster of 7 separate species, H14O6S in total, computed with ωB97M-V/def2-TZVPD.

Cartesian coordinates (Å):
O (-1.28787, -1.33046, -2.21972)
H (-0.63562, -1.31060, -2.92826)
H (-2.00958, -0.91980, -2.72247)
O (-0.03206, 2.82826, 1.47403)
H (-0.01123, 1.88176, 1.27645)
H (0.24719, 2.75072, 2.39669)
O (-2.09615, 0.00655, 0.05558)
H (-1.48676, 0.54098, -0.46764)
H (-2.07260, -0.82574, -0.43661)
O (-0.73624, -0.82831, 2.25780)
H (-0.97461, -1.59689, 2.77728)
H (-1.43167, -0.62869, 1.60850)
O (2.30064, 0.22508, 0.27444)
H (1.99480, -0.64314, 0.01545)
H (2.69261, 0.13731, 1.13129)
O (1.52574, -2.52033, 0.22572)
H (0.61415, -2.21561, 0.12348)
H (1.73847, -3.04963, -0.54996)
S (0.26752, 2.44808, -1.97672)
H (0.11698, 3.27251, -0.92567)
H (1.27629, 1.77794, -1.38967)

Forces on the atoms, in the same order (eV/Å):
O -0.3 0.2 -1.1
H 0.6 -0.3 0.3
H -0.3 -0.1 0.6
O 0.2 -0.7 0.5
H -0.1 0.0 -0.6
H -0.1 0.6 0.0
O -0.2 -0.2 -0.1
H 0.1 0.3 0.0
H -0.1 0.1 0.1
O 0.5 0.1 0.0
H -0.2 0.0 0.0
H 0.0 0.0 0.1
O -0.2 1.0 -0.9
H 0.1 -0.6 0.3
H 0.2 -0.3 0.7
O 0.0 0.1 -0.1
H 0.0 -0.2 0.1
H -0.2 0.0 0.0
S 0.0 -0.1 0.1
H 0.0 -0.1 0.0
H -0.1 0.1 0.1

Calculated values
SMILES: O.O.O.O.O.O.S
Calculated total energy in hartree: -858.00915
Charge: 0
Multiplicity: 1

Löwdin atomic charge list, values in e, 5 entries: -0.060, 0.054, 0.066, -0.081, 0.008